# 1
Entry from the Open Molecules 2025 dataset: a molecular structure, C19H46BCl2MoNP2 in a non-equilibrium geometry (wB97M-V/def2-TZVPD).

```
72
Properties=species:S:1:pos:R:3:forces:R:3
H 4.191 1.289 0.947 -0.24 0.19 -0.11
H 2.544 4.577 2.193 0.17 -0.30 -0.10
H -1.772 1.663 3.052 0.12 0.26 -0.16
H -1.702 2.230 1.352 0.02 0.11 0.50
H -4.245 -2.053 -1.568 0.15 0.07 0.12
C 2.444 2.635 1.161 0.17 0.45 0.20
H 0.108 3.824 1.874 -0.18 -0.22 0.26
H 1.768 3.120 0.432 0.13 -0.23 0.23
C 1.872 1.026 3.814 0.32 0.50 -0.03
H 2.792 0.785 -0.025 0.14 0.45 0.34
C 0.044 3.653 4.036 -0.06 0.04 -0.19
H -3.696 -2.929 2.750 0.25 0.46 -0.01
H -0.950 0.472 -4.453 0.31 -0.12 0.04
H 1.021 4.134 4.167 -0.17 -0.13 0.06
H 1.083 -0.070 -0.283 0.36 -0.23 0.03
H -3.450 -0.609 -0.887 -0.03 -0.29 -0.12
H 0.241 -0.243 -6.455 0.01 -0.43 -0.12
H -0.732 4.419 4.173 0.20 -0.20 0.00
H -3.418 -0.980 -4.967 0.08 -0.17 0.14
C -3.551 -1.649 -4.107 -0.82 0.15 0.46
H -3.261 -2.663 -4.413 -0.09 0.19 0.22
H -2.918 -2.050 4.353 0.22 0.25 -0.45
C -0.292 -3.118 -2.994 -0.98 0.02 -1.25
Mo 0.156 0.118 1.056 -0.31 -0.28 -3.71
H 0.611 -1.847 -5.762 -0.30 0.26 0.03
H -0.311 -4.894 -1.774 -0.17 0.18 -0.04
H 1.816 -0.517 -3.455 -0.23 0.23 -0.16
P 1.225 1.801 2.252 0.43 0.10 0.22
H 2.028 1.875 4.505 -0.01 -0.46 -0.04
H 3.974 0.887 3.153 -0.14 -0.13 0.09
H 1.595 0.867 -4.543 0.02 0.02 0.14
H -0.093 2.891 4.818 0.04 0.23 -0.19
C 1.231 -2.981 -2.892 -0.09 -0.24 0.11
C 0.795 0.056 4.321 -0.18 -0.16 0.11
C -2.779 -1.121 -2.887 0.30 0.10 -1.18
H -2.262 3.310 2.638 0.34 -0.22 -0.06
Cl 1.241 -1.966 1.223 -0.04 0.27 0.31
H -4.608 -1.642 -3.844 -0.35 -0.16 -0.36
H -2.586 -2.140 -0.909 -0.27 0.18 -0.29
C 3.213 3.752 1.899 0.25 0.15 -0.14
C -0.105 3.042 2.627 0.23 0.53 0.32
C 3.337 1.663 0.365 0.17 -0.15 -0.14
C -0.205 -0.340 -4.364 -0.52 -0.50 -0.35
H -1.861 -4.019 -1.685 0.26 0.06 -0.06
N -1.492 -0.691 1.725 -3.30 -2.15 1.96
P -1.004 -1.432 -3.159 1.35 1.39 4.15
H -0.662 -3.548 -3.942 0.80 -0.96 0.42
B -3.399 -1.835 3.242 -1.46 -1.07 0.87
H -0.383 -3.380 -0.862 -0.40 -0.19 -0.27
H -4.435 -1.192 3.389 0.52 0.08 -0.31
H -1.096 -1.377 -6.109 0.58 0.19 0.36
H 2.998 -0.601 2.920 0.17 0.33 0.17
H 3.974 4.172 1.218 -0.26 -0.13 0.33
H 3.555 -0.136 4.540 -0.12 0.10 -0.14
C -2.373 -1.187 2.345 2.07 1.16 -1.08
H 3.728 3.406 2.814 -0.17 -0.01 -0.44
C -3.291 -1.520 -1.480 0.10 -0.01 -0.12
H 1.698 -2.393 -3.690 -0.20 -0.28 0.21
H 3.721 2.185 -0.522 0.05 -0.01 0.30
H 1.078 -0.391 5.288 0.04 0.21 -0.32
C 1.107 0.254 -3.773 -0.25 0.07 -0.46
H 0.886 0.875 -2.889 -0.01 -0.27 -0.46
H 1.664 -3.988 -2.905 0.07 0.10 -0.01
H -0.183 0.534 4.460 0.15 -0.10 -0.05
Cl -0.715 1.430 -0.743 0.36 0.08 0.85
H -2.808 -0.012 -2.933 0.02 -0.52 -0.03
C -0.774 -3.897 -1.758 0.29 0.20 -0.08
H 0.679 -0.776 3.597 0.02 0.35 0.51
C -0.111 -1.014 -5.748 0.44 0.71 -0.40
C -1.531 2.517 2.401 -0.30 -0.04 0.03
C 3.187 0.258 3.585 -0.13 0.03 -0.16
H 1.448 -2.525 -1.907 0.06 -0.07 -0.53
```
Positions in Å, forces in eV/Å.

Output
Max |F|: 4.577 eV/Å
DFT total energy: -2502.32976 Ha
Multiplicity: 3
Orbital gap (spin up / spin down): 4.38 / 4.98 eV
Energy relative to the best compared isomer or geometry (same formula, charge and spin): 345.36 kJ/mol
Expectation value of S²: 2.0146
LUMO energy (spin up / spin down): -1.60 / -1.00 eV

***

# 2
Entry from the Open Molecules 2025 dataset: a molecular structure, C51H49ClFeN6PSSe2 in a non-equilibrium geometry (wB97M-V/def2-TZVPD).

```
112
Properties=species:S:1:pos:R:3:forces:R:3
C -4.862 -3.379 -4.041 0.00 -0.01 -0.01
Se 2.981 1.759 0.436 -0.27 0.22 -0.01
C -2.436 6.521 -0.981 0.00 -0.02 0.01
C 3.941 -2.269 -2.734 0.05 -0.07 0.01
N 0.601 1.508 2.743 -0.20 0.11 -0.33
H -4.945 -0.871 0.934 0.01 0.01 0.01
N -1.221 0.650 7.117 -0.09 -0.07 0.16
C -1.662 1.682 -3.595 -0.09 0.03 0.09
H 5.184 -0.294 3.336 0.03 0.02 0.01
C -0.131 0.813 3.615 -0.07 0.08 0.21
C -2.113 -2.537 2.082 -0.03 -0.06 -0.12
H -4.217 -3.995 -4.658 0.00 0.01 0.00
H 3.893 2.147 -2.084 0.02 0.03 0.00
C 4.914 0.584 2.748 -0.03 -0.02 0.00
C -2.795 -5.345 -3.105 0.00 -0.01 0.00
C 7.213 -0.257 -0.134 0.00 0.00 0.05
C 4.659 0.874 0.217 0.12 -0.08 0.00
C -4.762 0.353 2.684 -0.03 -0.05 -0.02
C -0.249 1.191 4.955 0.08 0.12 -0.06
H -2.903 -5.892 -4.044 0.00 0.01 0.00
C -3.808 6.509 -1.189 0.01 0.03 0.00
C 4.988 -2.696 -1.922 0.00 0.01 -0.08
C -4.457 -0.011 1.380 -0.01 0.02 0.00
H -0.513 -4.944 -4.126 -0.01 0.01 0.01
H 5.385 1.457 3.210 -0.05 0.02 -0.01
C 0.048 1.472 -1.363 -0.45 -0.38 0.60
H -3.160 2.362 -2.223 0.02 0.04 0.03
H -5.485 -0.218 3.255 0.02 0.02 -0.02
H -4.484 3.350 -0.179 0.00 -0.01 -0.01
C 5.227 0.790 -1.064 -0.05 0.04 -0.06
H 1.119 -1.885 0.735 -0.01 0.13 0.08
N -2.190 -4.037 -3.314 0.02 0.02 0.02
H -4.365 1.743 4.273 0.00 -0.01 -0.03
H 3.835 0.718 2.791 0.03 -0.02 0.00
H -5.739 -3.962 -3.752 0.01 0.00 0.01
H -0.211 -4.143 -2.562 0.00 0.00 -0.01
H -4.436 -1.674 -1.191 0.03 0.00 0.04
H 9.297 -0.498 0.370 -0.01 0.00 0.00
N -4.150 -2.894 -2.864 0.07 0.02 0.02
C 6.492 0.228 -1.211 -0.03 0.03 -0.04
C 5.395 0.430 1.329 -0.05 0.04 0.00
C 0.501 1.165 -2.648 0.11 -0.12 -0.01
C -2.774 -2.897 -2.849 -0.02 -0.09 -0.03
C -4.540 5.366 -0.900 0.00 -0.02 0.01
S -1.877 -1.595 -2.317 -0.13 -0.01 -0.02
C -2.226 -2.294 3.428 0.03 0.03 0.10
H -0.727 5.402 -0.326 -0.01 0.00 0.01
C -4.849 -1.818 -2.184 -0.01 -0.01 -0.05
C -2.524 4.231 -0.216 0.01 0.23 0.21
H 5.634 -2.999 0.113 0.00 -0.01 -0.02
H 0.044 1.073 -4.745 0.01 0.02 0.03
H -2.598 -3.384 1.616 0.00 0.01 0.01
H 1.525 0.828 -2.781 -0.04 -0.02 -0.01
C -3.902 4.233 -0.414 -0.02 0.05 0.04
H 1.776 3.141 2.395 0.03 0.04 0.01
H -2.802 -2.935 4.083 0.01 0.01 -0.01
C -0.330 1.298 -3.752 0.03 -0.04 0.04
H -1.351 -1.834 0.223 0.21 0.21 -0.03
H 3.891 0.512 -2.730 0.10 0.14 0.09
C -3.526 0.714 0.643 -0.03 0.01 0.02
H -4.308 7.392 -1.567 0.01 -0.01 0.00
H 8.503 -1.984 -0.135 -0.01 0.02 0.00
H 7.203 -0.486 1.996 -0.01 0.00 -0.02
H 5.267 1.576 -3.056 -0.02 -0.03 -0.01
C -2.138 2.018 -2.339 0.27 0.05 -0.26
C 6.649 -0.135 1.129 0.02 -0.07 0.01
H 4.045 -2.294 -3.812 0.02 0.00 0.02
C -2.890 1.817 1.209 -0.10 -0.05 -0.07
H -2.156 -5.934 -2.440 0.00 0.00 -0.01
C -1.382 -1.657 1.291 -0.14 -0.14 0.10
H -2.323 1.733 -4.452 0.05 0.00 -0.02
C -4.134 1.452 3.255 0.00 0.05 0.04
Cl 3.480 -2.257 1.739 0.03 -0.03 -0.03
H -5.901 -2.095 -2.102 0.03 0.00 0.00
C 0.397 2.352 5.375 -0.03 -0.05 0.05
H 1.627 3.990 4.738 0.00 0.00 -0.01
H -3.771 -5.244 -2.640 0.00 0.01 0.00
C -1.049 0.376 5.857 -0.01 -0.07 -0.13
P -1.579 2.776 0.361 -0.25 -0.29 -0.27
C -0.838 -0.365 3.101 -0.09 -0.06 0.14
C -3.203 2.174 2.523 0.02 0.00 0.02
Se -2.270 -0.633 7.786 0.01 -0.01 -0.05
H -3.276 0.406 -0.368 0.00 0.01 0.02
N -0.746 -0.602 1.788 -0.06 0.03 -0.30
C 1.197 2.624 3.146 0.00 -0.16 0.00
N -2.407 -1.489 6.222 -0.05 0.02 0.21
C 4.839 -2.674 -0.545 -0.08 0.05 0.04
C 1.306 -1.373 -0.203 -0.15 -0.17 0.19
Fe 0.593 0.796 0.530 1.63 -0.49 -0.52
H -2.705 3.024 2.980 0.01 0.00 -0.02
C 3.657 -2.210 0.002 -0.09 -0.06 0.06
H 1.938 -1.504 -2.804 0.02 -0.01 0.02
H 6.918 0.164 -2.209 0.00 0.00 0.02
H -4.765 -0.869 -2.724 0.00 0.00 -0.01
C -0.748 -4.074 -3.513 -0.04 -0.02 0.03
C 1.118 3.079 4.457 0.08 0.11 -0.03
H -5.612 5.355 -1.053 0.01 0.00 0.01
H 0.316 2.659 6.410 -0.01 -0.01 -0.01
H 8.925 -0.765 -1.336 0.00 0.00 0.01
H 0.482 -1.487 -0.905 -0.02 0.20 -0.03
H -5.197 -2.528 -4.645 -0.01 0.00 0.01
C -1.800 5.391 -0.487 -0.03 -0.01 -0.10
H 5.918 -3.041 -2.356 -0.02 0.00 0.00
C 4.531 1.294 -2.301 -0.05 -0.11 -0.05
C -1.262 1.946 -1.253 -0.45 0.47 0.27
C 8.557 -0.908 -0.320 0.03 -0.01 0.00
C -1.588 -1.174 3.956 -0.03 -0.10 -0.14
C 2.578 -1.767 -0.777 0.08 0.08 -0.13
C 2.762 -1.820 -2.171 -0.02 0.04 0.10
H -0.416 -3.172 -4.019 0.00 0.02 -0.01
H -1.859 7.412 -1.196 -0.02 0.00 0.00
C -1.707 -0.810 5.360 0.09 0.10 -0.07
```
Positions in Å, forces in eV/Å.

Output
Max |F|: 1.780 eV/Å
DFT total energy: -9567.63728 Ha
Multiplicity: 6
Orbital gap (spin up / spin down): 5.25 / 5.81 eV
Energy relative to the best compared isomer or geometry (same formula, charge and spin): 0.00 kJ/mol
Expectation value of S²: 8.7828
LUMO energy (spin up / spin down): -1.00 / -1.01 eV